[1]
The following is a quantum chemistry calculation of a 4-piece molecular cluster, C34H57FN2O overall, from the OMol25 dataset.

The value obtained for the HOMO-LUMO gap is 7.99 eV. Its molar mass is 528.8 g/mol. The SMILES is C=C[C@](C#N)(Cc1ccccc1C)[C@H](C#N)CC(=O)F.CCCCCC.CCCCCC.CCCCCC. The calculation puts the HOMO energy at -8.79 eV.

Geometry as XYZ:
```
95
Properties=species:S:1:pos:R:3:forces:R:3
C -2.386 -5.003 2.833 -0.0633 -0.2692 -3.3498
C -2.108 -5.098 1.347 -0.7214 0.7812 3.6616
C -2.801 -3.874 0.440 1.2036 -0.8354 0.9777
C -2.682 -2.519 1.350 -2.8793 7.6062 4.3907
N -2.883 -1.403 2.019 1.9371 -10.6548 -6.4219
C -4.317 -4.376 0.104 -1.5361 0.0757 0.4951
C -5.504 -3.272 0.314 -3.7233 3.1119 -0.7948
C -6.042 -2.669 1.751 -0.7905 0.7031 -2.2779
C -7.239 -1.564 1.942 1.2762 -1.6246 -4.0732
C -8.021 -0.997 0.615 3.4891 -3.2529 0.1457
C -7.549 -1.598 -0.855 1.4596 -0.7559 3.1841
C -6.311 -2.706 -1.038 -1.4705 1.5138 2.8939
C -5.994 -3.193 -2.575 -0.4446 -0.2169 -0.0018
C -1.867 -3.591 -0.918 0.4748 -0.8290 -0.2329
C -0.272 -4.033 -0.677 7.7224 0.0444 4.4926
N 0.942 -4.188 -0.199 -11.3993 1.3045 -4.7712
C -2.022 -2.048 -1.487 0.5105 0.1837 -2.0327
C -0.770 -1.058 -1.114 3.4419 1.8628 6.0477
O -0.201 -0.904 0.084 -4.6466 -1.2663 -8.8892
F -0.208 -0.200 -2.222 -2.0627 -2.7395 2.8560
H -3.536 -4.969 3.149 2.6841 1.3311 -0.6355
H -1.560 -4.907 3.657 -1.6677 -1.5375 -1.6781
H -1.499 -5.988 0.885 -0.3359 2.6834 0.8555
H -4.568 -5.294 0.824 0.6798 2.1374 -1.4843
H -4.354 -4.827 -0.991 0.0627 1.1908 2.2239
H -5.471 -3.065 2.721 -1.4570 1.0595 -2.3237
H -7.493 -1.224 3.037 0.5230 -0.7171 -2.5420
H -8.885 -0.204 0.769 2.0478 -1.9036 -0.6230
H -8.129 -1.185 -1.799 1.4779 -1.0958 2.0899
H -4.905 -2.921 -2.905 -1.9579 -0.5667 0.7393
H -6.166 -4.365 -2.718 0.5040 2.5259 0.5198
H -6.718 -2.687 -3.372 1.4831 -0.8866 2.0268
H -2.260 -4.327 -1.771 0.8799 1.6587 1.9303
H -2.018 -2.149 -2.677 0.1487 0.3556 2.6069
H -3.084 -1.562 -1.238 2.5472 -1.0050 -0.0461
C 5.388 3.115 1.306 -0.0159 0.0229 0.2089
C 5.518 1.723 0.707 0.1230 -0.0095 -0.1663
C 5.047 1.642 -0.748 -0.0195 -0.1264 -0.0198
C 3.566 1.964 -0.977 -0.0131 0.1413 0.0823
C 2.576 1.095 -0.197 -0.0427 0.0419 -0.1752
C 2.651 -0.379 -0.564 0.0597 -0.2446 0.2620
H 4.346 3.442 1.347 0.1002 0.0109 -0.0147
H 5.779 3.122 2.328 -0.0538 0.0928 -0.0999
H 5.957 3.845 0.721 -0.0818 -0.0251 0.0376
H 4.973 1.004 1.327 0.0024 0.0041 -0.0703
H 6.573 1.425 0.746 -0.1363 -0.0319 -0.0041
H 5.266 0.640 -1.132 -0.0400 0.0579 0.0123
H 5.647 2.333 -1.353 -0.0139 -0.0304 0.0464
H 3.355 1.867 -2.049 0.0023 -0.0154 0.0697
H 3.379 3.016 -0.730 0.0496 -0.0447 -0.0339
H 1.561 1.453 -0.407 0.0999 -0.0110 0.0706
H 2.727 1.214 0.881 0.0110 0.0322 -0.0459
H 2.463 -0.526 -1.633 0.0541 -0.0042 0.0543
H 1.896 -0.944 -0.008 0.4022 0.0943 -0.2006
H 3.628 -0.807 -0.323 -0.0099 0.0350 -0.0815
C -0.832 -0.165 4.206 -0.0190 -0.0424 -0.2674
C -1.178 1.266 4.588 0.1918 0.0581 0.0832
C -0.821 1.610 6.037 -0.0723 0.1357 -0.0086
C -1.558 0.795 7.106 0.0548 -0.1380 -0.0343
C -3.086 0.870 7.052 0.0976 -0.0600 0.1067
C -3.628 2.273 7.279 -0.1850 0.0509 -0.0701
H -1.400 -0.890 4.797 0.0472 0.0130 -0.0629
H -1.069 -0.340 3.151 0.1085 -0.0454 0.2599
H 0.235 -0.360 4.350 -0.0586 -0.0013 0.0534
H -2.241 1.450 4.401 0.0244 0.0137 0.0257
H -0.627 1.945 3.926 -0.1125 -0.0337 0.0870
H -1.007 2.677 6.200 0.0155 -0.0577 0.0358
H 0.258 1.467 6.178 -0.0901 0.0054 -0.0261
H -1.221 1.137 8.092 -0.0534 -0.0247 -0.0627
H -1.257 -0.257 7.035 0.0016 0.0880 -0.0108
H -3.493 0.211 7.828 0.0457 0.0049 -0.1001
H -3.456 0.483 6.096 0.0713 0.0028 0.0352
H -3.303 2.665 8.247 -0.0064 0.0107 -0.0988
H -4.722 2.259 7.270 0.1008 0.0941 0.0246
H -3.300 2.964 6.497 -0.0221 -0.0285 0.0967
C 4.139 4.056 -7.813 -0.0731 -0.0628 -0.1889
C 3.529 3.478 -6.545 -0.0128 0.1479 0.1539
C 4.462 3.559 -5.333 -0.0701 -0.0836 0.0920
C 5.771 2.772 -5.458 0.0647 0.0653 -0.1224
C 5.614 1.274 -5.730 0.1274 0.0778 0.0571
C 4.892 0.532 -4.616 -0.0773 -0.1766 -0.0387
H 5.027 3.499 -8.125 -0.0528 0.0855 0.0119
H 3.415 4.010 -8.633 0.1370 0.0521 0.0288
H 4.421 5.103 -7.668 0.0231 -0.0937 -0.0267
H 3.221 2.443 -6.723 0.0209 0.0209 0.0505
H 2.613 4.036 -6.315 0.0858 -0.1241 0.0107
H 3.915 3.218 -4.447 0.0572 0.0191 -0.0294
H 4.709 4.612 -5.146 -0.0343 -0.0828 -0.0261
H 6.343 2.906 -4.531 -0.0492 -0.0361 -0.0704
H 6.385 3.211 -6.253 -0.0492 -0.0034 0.0632
H 6.613 0.837 -5.847 -0.0884 0.0681 -0.0540
H 5.094 1.109 -6.680 0.0361 0.0546 0.0264
H 5.418 0.651 -3.663 -0.0973 0.0118 -0.0508
H 4.846 -0.537 -4.845 -0.0376 0.0859 0.1094
H 3.866 0.889 -4.492 0.0752 -0.0341 0.0464
```
Forces are in eV/Å.

[2]
The following is a quantum chemistry calculation of C34H57IrN7P as an isolated structure, from the OMol25 dataset.

The value obtained for the HOMO-LUMO gap (spin up / spin down) is 5.41 / 5.77 eV. Its molar mass is 787.1 g/mol. As for the total charge: +3. As for the expectation value of S²: 8.7758. Its energy above the lowest of the compared OMol25 structures with the same formula, charge and spin is 0.139 eV. Its spin multiplicity is 6. The calculation puts the HOMO energy (spin up / spin down) at -12.07 / -15.27 eV.

Geometry as XYZ:
```
100
Properties=species:S:1:pos:R:3:forces:R:3
Ir -2.902 0.171 1.917 0.6278 1.4920 1.0394
C -4.073 -0.329 4.664 0.2075 -1.0361 -0.4627
N -3.355 -1.134 3.596 -0.2277 -1.7570 2.4306
C -2.131 -1.766 4.214 -0.8507 1.5524 0.4499
C -0.918 -0.957 3.943 2.1079 1.1237 -1.8065
C 0.249 -1.257 4.654 0.7649 -0.0903 2.1371
C 1.232 -0.256 4.864 -0.2053 -0.3020 -2.1529
C 1.091 0.817 3.975 0.1477 0.8534 0.1173
C 0.038 0.983 3.069 0.1498 -2.1152 0.7886
N -0.935 0.060 2.980 0.6616 -1.4359 3.1433
C -4.281 -2.200 3.084 0.1005 -0.7363 1.5905
C -5.291 -1.627 2.133 -0.6790 1.6584 -0.5337
C -6.583 -2.108 1.895 0.3508 -0.4758 0.3777
C -7.520 -1.326 1.238 0.6297 1.6195 -0.0375
C -7.129 -0.018 0.886 0.1234 -0.1693 -1.4974
C -5.766 0.356 0.988 -2.6176 -1.3409 0.5221
N -4.895 -0.409 1.603 -1.9371 -2.7673 0.7898
C -4.032 1.148 4.478 0.0579 1.9880 0.1205
C -4.589 2.067 5.411 1.3218 -0.3295 -1.0751
C -4.213 3.423 5.347 -1.6096 -0.5535 -0.3886
C -3.427 3.874 4.293 0.0309 -2.8519 0.6904
C -2.918 2.883 3.444 -0.2927 1.5007 -0.9172
N -3.278 1.599 3.432 -0.4117 0.8737 3.2390
H -3.646 -0.580 5.630 0.2468 0.2170 0.1577
H -5.051 -0.757 4.739 -1.0188 0.2520 -0.0672
H -1.998 -2.766 3.933 0.0261 -1.5226 -0.7931
H -2.185 -1.789 5.321 -0.3841 -0.0798 -0.5497
H 0.384 -2.225 5.222 -0.6896 1.1958 -0.5908
H 2.161 -0.315 5.495 -1.3486 -0.2730 -0.6048
H 1.850 1.570 3.938 0.2962 0.4690 0.2599
H -0.057 1.816 2.406 0.3099 0.4033 -0.3743
H -4.744 -2.673 3.999 -0.0686 0.3299 -1.0907
H -3.707 -3.019 2.652 0.2262 0.1636 -0.2982
H -6.936 -3.082 2.234 0.5166 0.1352 0.1569
H -8.533 -1.687 1.079 0.2104 0.1260 -0.0273
H -7.811 0.645 0.310 0.4623 -0.4718 0.8023
H -5.441 1.307 0.677 0.3393 1.0949 -0.5392
H -5.260 1.730 6.183 0.0105 -0.1597 0.2038
H -4.724 4.098 6.037 0.5211 -0.0371 -0.1560
H -3.170 4.875 4.201 0.5711 1.5915 -0.2557
H -2.223 3.210 2.650 -0.3449 -0.2777 0.4144
N -2.710 1.717 0.534 -0.4321 2.6462 -2.0723
C -1.522 2.009 -0.254 1.2266 1.7694 -1.6311
C -1.645 1.586 -1.730 0.3074 0.2882 0.0658
C -1.364 0.099 -1.888 -0.4961 0.6532 0.0013
C -2.482 -0.698 -1.174 1.0476 -1.2220 -0.5062
N -2.318 -0.957 0.302 2.5046 -1.5524 -2.7932
H -3.398 1.554 -0.198 -0.4217 -0.0989 0.2493
H -3.019 2.594 0.949 -0.0430 -0.0515 0.0107
H -0.596 1.601 0.164 -0.2759 -0.2634 0.1419
H -1.350 3.102 -0.327 -0.1897 -0.4060 0.5354
H -0.846 2.092 -2.267 -0.0752 0.4380 -0.1103
H -2.638 1.938 -2.212 1.4401 -0.7294 0.8577
H -0.252 -0.180 -1.677 -2.0491 0.3253 0.1847
H -1.509 -0.090 -2.951 0.0800 -0.4045 -0.0903
H -2.298 -1.673 -1.614 -0.9187 -0.3875 -0.2437
H -3.513 -0.345 -1.392 0.7529 -0.1212 0.0005
H -1.286 -1.091 0.385 -0.9964 -0.2774 0.1593
H -2.736 -1.867 0.411 0.1021 -0.4542 0.1369
C 5.330 -1.309 -0.521 -1.2806 0.4032 1.7015
C 5.501 -0.352 -1.681 0.4786 -0.6798 -0.4244
C 6.738 -0.905 -2.474 -0.0487 1.3491 0.5134
C 5.568 1.075 -1.115 -0.4430 0.6590 -0.9477
P 3.727 -0.405 -2.774 3.2126 -0.0408 -2.2147
N 2.598 -0.349 -1.643 -1.7524 -0.2125 1.5249
C 3.461 1.209 -3.818 -0.7192 0.0228 -0.2274
C 4.742 1.629 -4.564 -0.3270 -1.0290 -0.3117
C 2.243 1.086 -4.807 0.8532 -1.7620 -0.6750
C 3.005 2.241 -2.791 -1.3817 1.6046 -0.4854
C 3.607 -2.002 -3.808 -0.4063 -0.2905 -0.9526
C 4.738 -1.980 -4.860 0.0633 0.6770 -0.5146
C 3.739 -3.251 -2.910 -0.1864 0.6371 0.9670
C 2.181 -2.063 -4.479 0.8173 -1.4049 1.4302
H 6.048 -1.040 0.295 -0.4478 -0.0067 -0.7369
H 5.530 -2.360 -0.732 -0.3845 0.1545 -0.1430
H 4.296 -1.128 -0.089 1.1665 -0.7150 -0.1556
H 7.596 -0.887 -1.728 -0.8654 0.2905 -1.0362
H 6.954 -0.328 -3.395 0.2192 -0.2871 0.6260
H 6.608 -1.950 -2.729 -0.1143 -0.0634 0.0141
H 6.454 1.207 -0.472 -0.2145 -0.2026 -0.3666
H 4.662 1.229 -0.475 0.7376 0.0857 -0.5157
H 5.594 1.847 -1.946 0.1121 -0.8568 1.3055
H 4.943 0.977 -5.450 -0.2368 0.7078 0.6696
H 5.629 1.610 -3.932 -0.0478 0.1665 -0.0645
H 4.542 2.639 -4.898 0.2433 0.2920 -0.2159
H 2.501 0.348 -5.644 -0.5132 1.0205 1.2149
H 2.073 2.032 -5.340 0.0625 -0.0585 0.5645
H 1.330 0.745 -4.253 0.6815 0.3820 -0.6768
H 3.740 2.607 -2.105 0.4018 0.0677 0.2863
H 2.136 1.898 -2.235 0.0702 -0.3890 0.3149
H 2.535 3.153 -3.285 1.0237 -0.9645 0.0750
H 5.708 -2.224 -4.417 -0.3688 -0.4063 -0.2190
H 4.913 -0.953 -5.257 -0.4246 -0.8494 -0.1342
H 4.489 -2.684 -5.703 0.2979 0.7278 0.8723
H 4.777 -3.300 -2.483 -1.1571 -0.2084 -0.2821
H 3.497 -4.185 -3.458 0.3237 0.6715 0.1259
H 2.962 -3.131 -2.107 0.8932 -0.4831 -0.3634
H 1.934 -1.389 -5.260 0.0964 0.5344 -0.4237
H 1.459 -2.011 -3.663 -0.3115 0.1474 -0.1625
H 2.110 -3.090 -4.867 -0.0193 0.3000 -0.0651
```
Forces are in eV/Å.

[3]
The following is a quantum chemistry calculation of C34H57N3O2PtSi as an isolated structure, from the OMol25 dataset.

The value obtained for the HOMO-LUMO gap (spin up / spin down) is 4.70 / 4.57 eV. Its molar mass is 763.0 g/mol. As for the expectation value of S²: 2.0175. Its spin multiplicity is 3. The calculation puts the HOMO energy (spin up / spin down) at -4.80 / -4.67 eV.

Geometry as XYZ:
```
98
Properties=species:S:1:pos:R:3:forces:R:3
O 0.334 -2.671 -1.660 1.1395 -1.0586 -0.1908
O -1.030 -2.009 -3.368 -0.9290 0.3504 -1.3566
C 1.640 -2.730 -2.284 1.4353 -0.1091 0.1224
C 2.741 -3.384 -1.424 -0.6606 0.1342 0.0082
H 1.975 -1.734 -2.557 -0.4606 0.5019 0.5750
H 1.586 -3.224 -3.253 -0.3191 -0.4496 -0.0080
H 2.868 -2.859 -0.480 -0.1280 0.0928 0.0522
H 3.699 -3.354 -1.943 -0.1039 0.0770 -0.1872
H 2.524 -4.429 -1.205 -0.0269 -0.0492 -0.0079
C -0.246 -3.999 -1.556 -0.2950 -1.0719 0.0969
C -0.226 -4.953 -2.777 0.3565 0.8340 -0.0914
H -1.279 -3.863 -1.248 -0.0091 0.3177 0.1247
H 0.248 -4.542 -0.756 0.1185 0.2952 0.3289
H -0.605 -4.471 -3.676 -0.0199 -0.0237 -0.0658
H -0.854 -5.824 -2.591 -0.0491 0.1049 0.2814
H 0.776 -5.321 -2.994 0.0363 -0.0072 0.0388
C -2.422 -1.887 -3.066 -1.8171 -0.3366 0.0373
C -0.465 -1.428 -4.540 0.1688 0.4645 -1.8291
C -3.219 -3.099 -3.556 0.2906 0.0965 -0.1344
H -2.832 -0.961 -3.469 0.3525 0.0809 -0.1313
H -2.541 -1.837 -1.986 0.4828 0.2087 0.1226
H -3.140 -3.239 -4.630 -0.0063 0.0289 -0.0599
H -4.275 -2.979 -3.317 0.0267 0.1707 0.0935
H -2.879 -4.014 -3.076 0.0432 -0.0128 0.0701
C -0.895 -2.160 -5.811 -0.1952 -0.0054 0.3515
H 0.619 -1.464 -4.467 -0.0985 -0.1331 0.4918
H -0.738 -0.378 -4.612 -0.1362 0.1494 0.3028
H -0.729 -3.233 -5.724 0.0394 -0.0363 0.0082
H -0.329 -1.802 -6.670 0.0897 0.1221 0.1163
H -1.948 -1.990 -6.025 -0.0368 -0.0109 -0.0360
H -0.407 -2.031 -2.542 0.8069 -0.3708 1.3166
N 1.502 0.990 2.098 3.3739 1.9381 0.3330
C 1.448 2.240 2.441 -0.5443 1.9388 0.2525
C 0.296 3.080 2.226 1.7864 0.0459 0.2801
C -0.959 2.751 1.865 -2.7457 -1.7534 -0.4907
C 2.624 3.003 3.075 -0.0821 -0.5606 0.0224
H 3.419 3.149 2.344 0.1036 -0.1098 -0.0880
H 3.044 2.462 3.921 0.0873 -0.2055 -0.0773
H 2.347 3.986 3.456 -0.3185 -0.1240 -0.2165
C -2.011 3.835 1.667 0.3782 0.1199 0.4381
H -2.811 3.739 2.401 -0.0777 -0.1026 -0.0032
H -2.448 3.762 0.671 -0.0246 -0.1718 -0.0083
H -1.593 4.837 1.766 0.1234 -0.0219 0.0783
N -1.412 1.476 1.632 0.0914 2.2150 0.1050
C 2.701 0.282 2.387 1.6010 -0.6023 0.4640
C 3.776 0.229 1.461 -0.3171 0.1570 -0.4101
C 3.748 0.932 0.110 -0.0352 -0.0351 0.4222
C 4.950 -0.464 1.765 -0.4585 -0.0850 0.4943
H 5.758 -0.510 1.048 0.0004 0.1217 -0.1585
C 5.104 -1.091 2.993 -0.1510 0.0570 -0.0443
H 6.017 -1.623 3.220 0.0771 -0.0442 0.0124
C 4.094 -1.005 3.940 0.0920 0.1946 -0.7273
H 4.240 -1.471 4.904 -0.1542 0.0643 0.1067
C 2.911 -0.315 3.660 -0.5750 -0.0399 0.6175
C 1.896 -0.209 4.797 4.7949 -0.0856 0.8686
C -2.669 1.025 2.099 -0.6121 0.4108 -0.2652
C -3.758 0.863 1.217 -0.1861 -0.3404 -0.3079
C -3.664 1.191 -0.265 0.2789 -0.2657 0.4621
C -4.984 0.398 1.701 0.4485 0.0706 0.3578
H -5.819 0.263 1.028 -0.0509 0.0239 -0.1705
C -5.150 0.115 3.053 0.3225 0.0661 0.0289
H -6.102 -0.240 3.418 -0.1166 -0.0355 0.0353
C -4.093 0.309 3.938 -0.3687 -0.1826 -0.8593
H -4.243 0.106 4.988 0.1301 0.0554 0.0929
C -2.859 0.774 3.475 0.6740 0.2876 1.4160
C -1.751 1.014 4.493 -7.4707 3.4023 1.4604
Pt 0.000 0.000 1.144 -1.3392 -0.0272 2.7232
H 3.750 0.206 -0.701 -0.0953 -0.0579 -0.1110
H 4.641 1.547 -0.008 0.0909 -0.0231 0.0294
H 2.898 1.593 -0.013 -0.2156 -0.0453 0.0194
H 1.382 0.750 4.796 1.6646 0.0596 0.3794
H 2.387 -0.271 5.768 0.5828 -0.2150 0.1658
H 1.155 -1.003 4.742 1.5562 -0.6387 0.5414
H -4.261 0.497 -0.858 -0.2386 0.0052 0.0441
H -2.644 1.111 -0.631 0.1773 0.1529 0.0900
H -4.022 2.202 -0.455 0.0035 0.0821 -0.1169
H -0.815 0.598 4.123 -5.9733 4.4769 -0.5837
H -1.959 0.548 5.456 -0.3953 0.1501 -0.0364
H -1.599 2.084 4.637 0.1057 0.2449 0.0533
H 0.498 4.130 2.366 -0.0390 0.1017 -0.0281
C 0.294 0.524 -0.812 0.3070 2.3795 -2.5279
Si 0.396 2.208 -1.718 0.1279 -1.5056 1.0337
H 1.224 0.140 -0.408 0.7417 -0.9265 -1.2982
H -0.677 0.050 -0.724 -0.5034 -0.9010 -1.0433
C 1.671 2.038 -3.085 0.0020 0.0743 -0.2290
C 1.008 3.705 -0.773 -0.1237 0.3006 -0.0892
C -1.253 2.713 -2.446 -0.0352 -0.0063 -0.0555
H -1.779 1.870 -2.887 -0.1371 -0.1773 -0.1189
H -1.125 3.469 -3.218 0.0544 0.1121 -0.1097
H -1.898 3.135 -1.678 -0.0559 0.0134 0.0855
H 2.576 1.558 -2.718 0.1030 -0.0773 0.0970
H 1.951 3.015 -3.477 0.0495 0.1446 -0.0556
H 1.304 1.457 -3.926 -0.0911 -0.2587 -0.2035
H 1.838 3.485 -0.110 0.0622 -0.0155 0.2004
H 0.205 4.157 -0.198 0.0140 -0.0299 0.2022
H 1.350 4.472 -1.466 0.0777 0.0609 -0.2565
N 0.000 0.000 4.405 1.8500 -3.9452 -8.2220
C 0.000 0.000 3.144 1.5025 -6.2658 4.4585
```
Forces are in eV/Å.